(1)
A structure of composition C49H34F5N6O2SSeV in a non-equilibrium geometry. Source: OMol25; level of theory: ωB97M-V/def2-TZVPD.

strongest force on any atom	1.50	eV Å⁻¹
molecular weight	995.81	g mol⁻¹
total energy	-6609.4811	a.u.
total charge	0

Each line ends with the Löwdin charge.
CARTESIAN COORDINATES (ANGSTROEM)
V -1.8573 -1.0246 -0.1259  0.7205
N -1.2504 -2.6243 1.2951  0.0794
C -1.7506 -3.7845 0.6257  -0.2155
C -2.2155 -4.8931 1.2602  0.0032
C -2.6544 -6.0241 0.5266  -0.0558
C -2.5728 -6.0566 -0.8289  -0.0334
C -2.1238 -4.9098 -1.5282  -0.1395
C -2.0120 -4.8457 -2.9326  0.0028
C -1.6581 -3.6717 -3.5330  -0.0330
C -1.4863 -2.5207 -2.7478  -0.1061
N -1.5715 -2.5428 -1.4308  0.0055
C -1.7974 -3.7465 -0.8015  -0.1290
H -1.2262 -2.7094 2.2983  0.0953
H -0.3110 -2.3705 0.9770  0.0393
H -2.2365 -4.9070 2.3441  0.1241
H -3.0269 -6.8869 1.0678  0.1119
H -2.8680 -6.9406 -1.3886  0.1180
H -2.2128 -5.7363 -3.5234  0.1243
H -1.5515 -3.6014 -4.6099  0.1133
H -1.3115 -1.5476 -3.1919  0.1216
C -3.3308 1.3372 3.2035  -0.0281
C -3.2758 0.5756 2.0579  -0.0870
N -2.1122 0.2477 1.4714  -0.0218
C -0.9774 0.7142 2.0268  -0.0576
C -0.9489 1.5325 3.1399  -0.1777
C -2.1521 1.8203 3.7531  -0.0011
C 0.3688 2.0293 3.6177  -0.0168
C 0.7233 3.2623 3.9890  -0.0175
C -0.0511 4.5376 3.9156  -0.2726
C 0.1983 5.5439 4.8371  -0.0173
C -0.5696 6.6911 4.7639  -0.1311
N -1.5003 6.8758 3.8250  0.0726
C -1.6274 5.8737 2.9490  -0.1950
N -0.9613 4.7171 2.9475  0.1356
H -4.2899 1.5590 3.6542  0.1117
H -4.1731 0.1953 1.6044  0.1112
H -0.0517 0.4295 1.5561  0.0788
H -2.1697 2.4113 4.6641  0.1284
H 1.1375 1.2573 3.6629  0.0865
H 1.7260 3.3824 4.3899  0.1106
H 0.9571 5.4251 5.6044  0.1139
H -0.4441 7.4968 5.4833  0.1088
H -2.3561 6.0128 2.1527  0.1069
N -2.9690 5.8408 -7.3326  0.1470
C -2.7377 5.1293 -6.4551  -0.1770
C -2.4648 4.2229 -5.3461  -0.2328
C -1.6968 3.0787 -5.5492  -0.0268
C -1.4992 2.1822 -4.5102  -0.0487
C -2.0675 2.4049 -3.2496  -0.2289
C -2.8014 3.5826 -3.0483  -0.0167
C -3.0021 4.4794 -4.0864  -0.0261
C -1.9626 1.3986 -2.2178  -0.0757
C -1.9039 0.5097 -1.3768  -0.0800
H -1.2664 2.8958 -6.5257  0.1201
H -0.9141 1.2831 -4.6703  0.1085
H -3.2254 3.7721 -2.0699  0.1180
H -3.5872 5.3787 -3.9323  0.1203
F 6.6246 0.2184 5.8543  0.1195
C 5.5317 -0.2229 5.2354  -0.1627
C 4.8050 -1.2643 5.7608  -0.1576
F 5.2035 -1.8238 6.9039  0.1162
C 3.6756 -1.7198 5.1109  -0.2762
F 3.0246 -2.7301 5.6809  0.0692
C 3.2150 -1.1612 3.9173  -0.5667
Se 1.6378 -1.7809 3.0541  0.5609
C 3.9864 -0.1116 3.4271  -0.2803
F 3.6477 0.5035 2.2871  0.0401
C 5.1165 0.3569 4.0633  -0.1612
F 5.8140 1.3761 3.5494  0.1087
C -4.6585 -0.7452 -1.7579  -0.0182
C -3.6175 -1.0932 -0.7693  -0.4348
O -3.7560 -1.8102 0.2590  -0.0481
H -5.5107 -1.4207 -1.6905  0.0877
H -4.2328 -0.7485 -2.7603  0.0838
H -4.9886 0.2760 -1.5498  0.0988
O 0.4101 -0.9074 -0.3445  -0.6056
S 1.9149 -0.7607 -0.1800  1.0097
C 2.3826 0.3594 -1.5277  -0.3346
C 1.4021 0.8593 -2.3723  -0.0534
C 1.7818 1.6824 -3.4315  -0.0594
C 3.1210 1.9874 -3.6330  -0.0740
C 4.0905 1.4886 -2.7653  -0.0735
C 3.7255 0.6782 -1.7026  -0.0745
C 2.6182 -2.2290 -0.9275  -0.3648
C 3.8740 -2.6287 -0.4974  -0.0745
C 4.5234 -3.6527 -1.1792  -0.0638
C 3.9048 -4.2680 -2.2603  -0.0727
C 2.6236 -3.8805 -2.6508  -0.0644
C 1.9759 -2.8513 -1.9858  -0.0588
H 0.3611 0.6113 -2.1938  0.0620
H 1.0242 2.0882 -4.0950  0.0818
H 3.4139 2.6202 -4.4629  0.1052
H 5.1351 1.7338 -2.9188  0.1072
H 4.4810 0.2877 -1.0246  0.1144
H 4.3351 -2.1456 0.3633  0.1171
H 5.5127 -3.9666 -0.8655  0.1097
H 4.4194 -5.0552 -2.8004  0.1055
H 2.1365 -4.3722 -3.4864  0.1052
H 0.9873 -2.5200 -2.2847  0.0882

Atomic forces in eV per Å
V -0.926 -0.084 0.437
N 0.152 -0.210 -0.930
C 0.296 0.210 -0.115
C -0.049 -0.199 0.231
C 0.012 0.025 0.317
C -0.004 -0.139 -0.198
C -0.008 0.114 0.018
C -0.053 -0.172 -0.055
C 0.112 0.111 -0.192
C -0.038 -0.045 0.122
N 0.042 -1.397 -0.519
C 0.112 0.123 -0.096
H -0.134 0.063 0.305
H 0.249 -0.379 0.223
H 0.043 -0.084 -0.041
H 0.047 0.089 -0.026
H 0.071 0.141 0.074
H 0.012 0.126 0.087
H -0.024 0.019 0.118
H -0.035 0.014 -0.006
C -0.006 0.125 0.109
C 0.323 -0.001 -0.056
N 0.219 0.664 1.141
C -0.415 -0.134 -0.306
C 0.487 0.538 0.081
C -0.235 0.177 0.264
C -0.092 -0.116 0.024
C -0.252 0.262 -0.163
C -0.068 -0.464 -0.165
C 0.148 0.114 0.295
C -0.124 0.097 -0.097
N 0.126 -0.357 -0.187
C 0.245 -0.094 0.270
N -0.172 0.105 0.097
H 0.063 -0.030 -0.020
H -0.132 -0.139 -0.120
H 0.108 -0.110 -0.094
H -0.004 -0.014 -0.133
H -0.109 -0.009 0.050
H -0.037 0.001 -0.057
H -0.114 0.012 -0.087
H 0.010 -0.082 -0.074
H 0.098 -0.025 0.111
N 0.114 -0.305 0.371
C 0.078 -0.109 0.188
C -0.123 0.295 -0.382
C 0.060 -0.089 0.023
C -0.101 0.051 -0.103
C -0.132 -0.262 0.200
C 0.037 -0.011 -0.059
C -0.014 0.007 0.140
C -0.036 0.076 -0.011
C 0.140 0.984 -1.128
H -0.016 -0.039 0.037
H -0.113 0.056 -0.033
H -0.006 0.009 -0.070
H 0.036 -0.080 0.024
F 0.268 0.112 0.167
C 0.137 0.051 0.095
C -0.134 -0.160 0.045
F 0.049 -0.135 0.199
C -0.042 0.153 -0.208
F -0.180 -0.229 0.104
C -0.075 -0.038 -0.004
Se -0.110 -0.056 0.010
C -0.106 -0.187 0.126
F -0.135 0.156 -0.343
C -0.028 0.135 -0.203
F 0.076 0.123 -0.104
C -0.136 -0.145 0.126
C 0.115 0.037 1.006
O 0.345 0.555 -0.964
H -0.020 -0.012 -0.007
H 0.025 0.051 0.003
H 0.060 0.001 -0.040
O -0.017 -0.056 0.176
S -0.110 0.315 -0.328
C -0.128 -0.143 -0.156
C 0.114 -0.072 0.030
C 0.056 0.001 0.069
C 0.008 -0.041 0.074
C -0.015 0.064 -0.060
C -0.034 -0.075 0.121
C 0.107 0.129 0.032
C 0.040 0.043 0.146
C -0.028 0.009 -0.029
C -0.076 0.038 0.041
C 0.063 -0.055 0.022
C -0.039 -0.033 -0.052
H 0.136 0.058 -0.038
H 0.185 -0.035 0.127
H -0.013 -0.030 0.058
H -0.068 -0.008 0.016
H -0.102 0.053 -0.074
H -0.095 -0.090 -0.146
H -0.092 0.015 -0.012
H -0.055 0.040 0.060
H 0.044 0.031 0.065
H 0.147 0.001 0.017



(2)
The ion C3HCl2N2 with charge +1 in a non-equilibrium geometry. Source: OMol25; level of theory: ωB97M-V/def2-TZVPD.

strongest force on any atom	4.74	eV Å⁻¹
molecular weight	135.96	g mol⁻¹
total energy	-1144.3308	a.u.
total charge	+1
ΔE to the lowest compared entry with this formula, charge and spin	291.7	kJ/mol

Each line ends with the Löwdin charge.
CARTESIAN COORDINATES (ANGSTROEM)
C -0.4180 0.5311 -0.4547  -0.2387
C -0.2933 -0.7276 -1.1535  -0.5290
C 1.1125 -1.1363 -3.3082  0.2083
N 0.4710 -0.9366 -2.3368  -0.0017
N 0.0270 1.7175 -0.6160  -0.3283
Cl -1.2161 -2.0465 -0.6730  0.9682
Cl 1.1355 2.3196 -1.7287  0.7716
H -0.9899 0.6651 0.4825  0.1495

Atomic forces in eV per Å
C -0.287 -0.137 0.993
C 0.990 -1.124 -2.800
C 0.440 -0.110 -0.643
N -2.310 1.167 3.970
N 1.508 1.795 -1.114
Cl 0.753 1.063 -0.151
Cl -0.769 -1.110 0.329
H -0.325 -1.543 -0.583



(3)
A cluster of 6 separate species, C22H28Cl11NS in total in a non-equilibrium geometry. Source: OMol25; level of theory: ωB97M-V/def2-TZVPD.

strongest force on any atom	5.18	eV Å⁻¹
molecular weight	728.52	g mol⁻¹
total energy	-6369.5813	a.u.
total charge	0
structure (SMILES)	Clc1ccc2c(c1)Sc1ccccc1N2.ClCCCl.ClCCCl.ClCCCl.ClCCCl.ClCCCl
ΔE to the lowest compared entry with this formula, charge and spin	1639.4	kJ/mol

Each line ends with the Löwdin charge.
CARTESIAN COORDINATES (ANGSTROEM)
Cl 8.7075 -2.9416 -0.0418  0.4444
C 6.8967 -3.4703 -0.1699  -0.5273
C 6.4711 -5.0537 -0.1535  -0.0726
C 4.8756 -5.4649 -0.3125  -0.0122
C 3.6457 -4.3457 -0.4847  -0.1544
C 4.0973 -2.7713 -0.4797  -0.3630
C 5.7012 -2.3341 -0.3170  -0.0666
S 2.7401 -1.4449 -0.6662  0.7451
C 1.1965 -2.3601 -0.0100  -0.3582
C -0.0806 -1.4826 0.6201  -0.0482
C -1.4575 -2.2293 1.1604  -0.0683
C -1.4994 -3.8947 1.0986  -0.0658
C -0.2024 -4.7430 0.4802  -0.0238
C 1.1769 -3.9958 -0.0924  -0.1654
N 2.2490 -4.8928 -0.6652  -0.0203
H 7.2705 -5.9365 -0.0722  0.1001
H 4.6146 -6.6065 -0.3109  0.0827
H 6.0643 -1.2036 -0.3418  0.0917
H -0.0606 -0.3102 0.7069  0.0364
H -2.4035 -1.6842 1.5814  0.0784
H -2.4305 -4.5135 1.4815  0.0803
H -0.2720 -5.9329 0.4502  0.0861
H 2.2534 -5.8085 -0.1219  0.1255
Cl -1.3655 2.3293 2.2320  0.5317
C 0.1912 2.7082 3.0113  -0.6382
C 1.2423 3.1538 2.0074  -0.6518
Cl 1.7623 1.8232 0.9432  0.5567
H 0.5152 1.8248 3.5697  0.0762
H -0.0019 3.5116 3.7282  0.0761
H 2.1346 3.5041 2.5346  0.0764
H 0.8773 3.9703 1.3766  0.0236
Cl -1.2274 5.6363 0.4602  0.5546
C -1.9882 5.4199 -1.1362  -0.6469
C -3.3528 4.7573 -1.0368  -0.6519
Cl -3.2373 3.0527 -0.5325  0.5098
H -1.3031 4.8411 -1.7631  0.0741
H -2.0904 6.4168 -1.5750  0.0726
H -3.8418 4.7651 -2.0154  0.0667
H -4.0034 5.2779 -0.3273  0.0707
Cl 4.5309 -0.0958 -2.7254  0.5361
C 3.0468 0.1714 -3.6744  -0.6628
C 3.3475 0.6000 -5.1017  -0.6628
Cl 4.0450 2.2374 -5.1791  0.5321
H 2.4375 0.9136 -3.1498  0.0727
H 2.4998 -0.7760 -3.6784  0.0653
H 2.4226 0.6223 -5.6854  0.0723
H 4.0426 -0.0887 -5.5918  0.0703
Cl -2.2003 2.6591 7.0282  0.5326
C -2.9611 2.4428 5.4318  -0.6936
C -4.3257 1.7802 5.5312  -0.6625
Cl -4.2101 0.0755 6.0355  0.5326
H -2.2760 1.8640 4.8049  0.0211
H -3.0633 3.4397 4.9930  0.0704
H -4.8146 1.7880 4.5527  0.0717
H -4.9763 2.3008 6.2408  0.0693
Cl -3.9420 -0.4820 -1.4582  0.5258
C -5.4260 -0.2148 -2.4072  -0.6620
C -5.1254 0.2138 -3.8345  -0.6618
Cl -4.4279 1.8511 -3.9119  0.5252
H -6.0354 0.5273 -1.8826  0.0698
H -5.9731 -1.1623 -2.4112  0.0716
H -6.0503 0.2361 -4.4182  0.0714
H -4.4303 -0.4749 -4.3246  0.0703

Atomic forces in eV per Å
Cl -3.127 -0.886 -0.211
C -4.501 -1.271 -0.451
C -2.872 2.485 -0.600
C 1.218 3.665 0.021
C 4.733 0.551 0.404
C 2.064 -3.015 0.481
C -0.142 -3.475 -0.019
S -0.463 -2.607 1.044
C -2.332 -2.283 1.270
C -1.059 -3.881 0.197
C 3.692 -3.184 -1.760
C 3.710 1.839 -1.602
C -0.199 3.474 0.311
C -4.239 1.707 1.916
N 1.119 2.152 2.554
H -1.951 2.367 -0.172
H 0.515 2.462 -0.012
H -1.179 -2.705 0.088
H 0.284 -2.630 -0.356
H 2.253 -0.913 -0.954
H 2.183 1.513 -0.908
H 0.220 2.916 0.047
H -0.290 1.585 -1.019
Cl 0.066 -0.104 -0.068
C 0.293 0.062 0.197
C -0.098 0.284 0.171
Cl 0.008 -0.021 -0.031
H -0.039 0.134 -0.204
H 0.061 -0.052 -0.163
H -0.160 -0.133 -0.003
H -0.012 -0.273 0.115
Cl 0.004 0.022 0.034
C -0.179 -0.013 -0.352
C -0.015 0.191 -0.051
Cl -0.053 0.073 -0.039
H -0.168 0.027 0.220
H -0.055 -0.152 0.113
H 0.160 0.001 0.093
H 0.228 -0.112 -0.087
Cl 0.280 0.248 -0.335
C -0.271 0.004 -0.202
C -0.118 -0.270 0.036
Cl 0.041 0.014 -0.001
H 0.208 -0.084 -0.110
H 0.137 0.108 -0.018
H 0.096 0.005 0.184
H -0.082 0.178 0.199
Cl 0.032 -0.022 0.058
C -0.145 -0.046 -0.266
C -0.015 0.292 -0.124
Cl 0.010 0.003 0.037
H -0.232 0.067 0.223
H -0.062 -0.170 0.067
H 0.179 0.009 0.106
H 0.226 -0.138 -0.075
Cl 0.012 0.006 -0.009
C -0.203 0.016 -0.113
C -0.173 -0.288 0.017
Cl 0.043 0.007 -0.024
H 0.213 -0.071 -0.144
H 0.122 0.132 -0.091
H 0.102 0.014 0.167
H -0.076 0.185 0.204